ORCA calculation (wB97M-V/def2-TZVPD) on a structure of composition C3H2CsO2 in a non-equilibrium geometry.

```
8
Properties=species:S:1:pos:R:3
O 0.103 -0.529 0.841
C 0.998 0.116 0.047
C 0.480 0.322 -1.169
O -0.795 -0.182 -1.248
C -1.186 -0.734 -0.019
Cs -2.544 0.004 3.223
H 2.015 0.280 0.399
H 0.930 0.723 -2.073
```

Its lowest unoccupied orbital energy (spin up / spin down) is -0.37 / -0.02 eV. Its expectation value of S² is 0.7557. For the total energy, the calculation gives -285.95600 Eh. The multiplicity is 2. The calculation puts the relative energy (zero: lowest compared OMol25 entry of this formula, charge and spin) at 37.9 kcal per mole. The orbital gap (spin up / spin down) is 3.01 / 8.38 eV.

These are the Löwdin partial charges, in e, on atoms 1 to 5:
1. O -0.24
2. C -0.18
3. C -0.15
4. O -0.14
5. C -0.06